This record from the OMol25 dataset describes a structure of composition C22H30GaN2SbSe5. The level of theory is ωB97M-V/def2-TZVPD.

```
! RIJCOSX wB97M-V def2-TZVPD def2/J DEFGRID3
* xyz 0 1
Ga -2.96000 0.49372 1.92465
C -4.00644 -3.29514 1.54978
C -3.21500 -2.60969 2.63148
C -1.82299 -2.60629 2.60473
C -1.09211 -2.03864 3.63911
C -1.74686 -1.47587 4.72663
C -3.13495 -1.46487 4.76297
C -3.86065 -2.01158 3.71404
H -3.46777 -3.27909 0.60252
H -4.97795 -2.82025 1.41546
H -4.17538 -4.33796 1.82494
H -1.30568 -3.05856 1.76625
H -0.00989 -2.05017 3.60470
H -1.17765 -1.06213 5.54892
H -3.65243 -1.04132 5.61407
H -4.94426 -1.99889 3.74251
Se -7.58395 2.73715 0.67232
Sb -5.85794 4.34949 0.85084
Se -2.60291 3.15828 0.72905
Se -3.97642 3.15399 2.62404
Se -4.09827 3.47863 -1.04065
C 2.60160 3.15017 1.68212
C 3.07219 2.88218 0.25422
C 2.21657 3.57679 -0.80812
C 0.82409 2.95754 -0.94845
N 0.85973 1.63005 -1.53658
C 0.56128 0.45643 -0.92369
Se 0.05408 0.22409 0.82406
N 0.70183 -0.53633 -1.84232
C 0.48704 -1.95875 -1.63404
C 1.79534 -2.75752 -1.64084
C 2.70956 -2.45679 -0.45164
C 2.20135 -3.04070 0.86440
C 1.06909 0.01285 -3.06239
C 1.32200 -0.56264 -4.29865
C 1.66795 0.29170 -5.33327
C 1.74889 1.67112 -5.14337
C 1.49601 2.24555 -3.90828
C 1.16267 1.39007 -2.86907
H 3.29709 2.70662 2.39547
H 1.62262 2.71167 1.87487
H 2.54185 4.22344 1.87500
H 3.07112 1.80298 0.06764
H 4.10514 3.22120 0.15098
H 2.73500 3.53766 -1.76877
H 2.08096 4.62799 -0.54340
H 0.17840 3.58105 -1.57144
H 0.37098 2.86482 0.03372
H -0.16865 -2.30629 -2.43556
H -0.03510 -2.07904 -0.68664
H 2.32866 -2.54770 -2.57077
H 1.53928 -3.82010 -1.64673
H 2.82114 -1.37326 -0.34606
H 3.70109 -2.86204 -0.66330
H 1.26716 -2.56877 1.16847
H 2.92764 -2.87211 1.66020
H 2.03822 -4.11777 0.77647
H 1.24572 -1.62948 -4.45714
H 1.87971 -0.12010 -6.31095
H 2.02255 2.30731 -5.97425
H 1.54767 3.31529 -3.76031
*
```

Calculated values
E = -15138.1093 Eh
frontier orbital gap = 6.291 eV
F_max = 0.6 eV Å⁻¹
lowest unoccupied orbital energy = -0.806 eV

---

This record from the OMol25 dataset describes a structure of composition C18H12ClN3O4S4SbTc at a distorted geometry. The level of theory is ωB97M-V/def2-TZVPD.

```
! RIJCOSX wB97M-V def2-TZVPD def2/J DEFGRID3
* xyz -1 4
Tc -0.20239 -0.42472 -0.55559
O 1.50102 -0.92442 6.17798
C 0.73675 -0.05230 5.73827
O 0.12148 0.88194 6.27341
C 0.43080 -0.20352 4.20033
C 1.10372 -1.14650 3.43626
C 0.89967 -1.17442 2.06931
N 0.00160 -0.36454 1.48030
C -0.54049 0.64346 2.18566
C -0.36083 0.73632 3.55452
C -1.04159 1.72210 1.32498
C -1.78125 2.79793 1.77507
C -2.00721 3.86317 0.91540
C -1.50366 3.80764 -0.36834
C -0.86130 2.65148 -0.78090
N -0.60517 1.63758 0.04264
C 1.80844 -1.78102 1.09318
C 2.70676 -2.79710 1.36258
C 3.62729 -3.15562 0.39461
C 3.64346 -2.45747 -0.80401
C 2.68640 -1.48739 -1.02453
N 1.75836 -1.17293 -0.12163
H 1.82421 -1.79070 3.92310
H -0.76282 1.55165 4.14028
H -2.15373 2.80167 2.78962
H -2.57295 4.72171 1.25170
H -1.65686 4.61200 -1.07183
H -0.51475 2.54383 -1.79936
H 2.67262 -3.29978 2.31906
H 4.32148 -3.96628 0.57086
H 4.37053 -2.67530 -1.57260
H 2.62536 -0.97454 -1.97428
S 1.00581 -1.13127 -4.03343
Sb -0.53581 -3.09843 -3.54043
S -0.50475 -2.67354 -1.05193
S 0.25681 0.28510 -2.79987
S -2.50493 -2.37780 -4.41514
Cl -5.77828 -0.09630 -1.06098
C -4.33828 -0.53144 -2.01636
C -3.14010 0.30507 -1.56146
O -3.13592 1.51221 -1.75713
O -2.23972 -0.40120 -0.97136
H -4.55404 -0.31769 -3.05900
H -4.14335 -1.58854 -1.88339
*
```

Calculated values
E = -3532.5681 Eh
expectation value of S² = 3.8073
frontier orbital gap (alpha / beta) = 6.398 / 4.653 eV
energy above the lowest of the compared OMol25 structures with the same formula, charge and spin = 31.9 kcal per mole
F_max = 3.5 eV Å⁻¹
lowest unoccupied orbital energy (alpha / beta) = 1.206 / -0.337 eV

---

This record from the OMol25 dataset describes a structure of composition C22H24F6N5PPt. The level of theory is ωB97M-V/def2-TZVPD.

```
! RIJCOSX wB97M-V def2-TZVPD def2/J DEFGRID3
* xyz 3 2
Pt 0.69292 -0.08331 -0.27337
C 3.86553 5.93470 -0.87319
C 3.38531 5.50889 0.52705
C 4.57480 5.49084 1.48633
C 2.32761 6.50363 1.04261
C 2.73243 4.14893 0.40941
C 3.18000 3.02383 1.10802
C 2.55558 1.80508 0.95080
N 1.49987 1.67848 0.14114
C 1.03049 2.74053 -0.56065
C 1.62236 3.96912 -0.43753
C -0.11956 2.39024 -1.39449
C -0.85763 3.21820 -2.20076
C -1.95209 2.73724 -2.93968
C -2.25926 1.37612 -2.80436
C -1.50541 0.55989 -1.99550
N -0.47408 1.07933 -1.31235
C -2.73612 3.67213 -3.83176
C -3.28582 4.82020 -2.96213
C -3.89688 2.96196 -4.52713
C -1.77037 4.23651 -4.89233
H 4.32950 6.91749 -0.79919
H 3.04697 6.01575 -1.59046
H 4.60908 5.24169 -1.26929
H 5.00977 6.48810 1.52638
H 5.36192 4.81217 1.15203
H 4.27839 5.22929 2.50409
H 2.79083 7.48426 1.14440
H 1.94562 6.21025 2.02159
H 1.48675 6.61135 0.35521
H 4.02691 3.08291 1.77559
H 2.89786 0.91677 1.47069
H 1.23630 4.80465 -1.00460
H -0.57771 4.26083 -2.26214
H -3.09171 0.93614 -3.33403
H -1.70652 -0.49571 -1.87062
H -3.94191 4.44790 -2.17397
H -3.86931 5.48635 -3.59635
H -2.49281 5.41691 -2.50882
H -4.62136 2.56284 -3.81423
H -3.55431 2.16072 -5.18511
H -4.42536 3.68056 -5.15124
H -0.94488 4.79644 -4.44987
H -2.32195 4.92246 -5.53415
H -1.35846 3.44611 -5.52129
F 1.86210 -0.23288 -1.73733
P 0.94061 -3.94106 -2.08760
F 0.01400 -4.47186 -1.05280
F 0.22955 -1.96722 -0.59697
F 2.22511 -3.41742 -1.54555
F 1.27516 -5.12289 -2.93488
F 0.33804 -2.93818 -3.01556
N -0.51466 -0.02889 1.33808
C -1.20711 -0.05285 2.25280
C -2.06719 -0.06047 3.37756
C -3.12458 0.86348 3.37972
N -3.96149 1.66017 3.34801
C -1.82457 -0.96954 4.41336
N -1.62298 -1.72022 5.27074
*
```

Calculated values
E = -2185.3578 Eh
expectation value of S² = 0.7809
frontier orbital gap (alpha / beta) = 6.437 / 6.406 eV
energy above the lowest of the compared OMol25 structures with the same formula, charge and spin = 8.4 kcal per mole
F_max = 0.8 eV Å⁻¹
lowest unoccupied orbital energy (alpha / beta) = -12.266 / -12.298 eV

---

This record from the OMol25 dataset describes an isolated molecule of C24H28N2O4. The level of theory is ωB97M-V/def2-TZVPD.

```
! RIJCOSX wB97M-V def2-TZVPD def2/J DEFGRID3
* xyz 0 1
C -2.46303 -1.67653 -2.92926
C -3.19855 -2.86690 -2.32623
C -2.57701 -3.30604 -0.99597
N -2.64533 -2.27623 0.00654
C -3.85896 -1.95125 0.70691
C -3.43664 -0.80943 1.57563
C -4.19949 -0.10444 2.48218
C -3.60562 0.95839 3.14561
C -2.30001 1.31198 2.86094
C -1.51267 0.60543 1.95121
C -0.18322 1.23083 1.64107
O 0.01060 2.40578 1.91686
N 0.74585 0.44076 1.07702
C 1.89031 1.03246 0.42187
C 1.53114 1.31976 -1.06172
C 0.29467 2.18659 -1.07499
O -0.83413 1.76090 -1.09773
O 0.61413 3.47506 -1.00240
C -0.45573 4.40204 -0.81520
C -1.17254 4.71235 -2.12124
C 3.09569 0.13251 0.49902
C 4.32075 0.63902 0.90895
C 5.43881 -0.17386 0.96234
C 5.36046 -1.51389 0.60922
C 6.56264 -2.40546 0.68788
C 4.13139 -2.01729 0.19952
C 3.01269 -1.20797 0.14019
C -2.09379 -0.50141 1.32499
C -1.59491 -1.49676 0.34404
O -0.46024 -1.67897 -0.07917
H -2.48940 -0.81852 -2.26114
H -2.91754 -1.38845 -3.87418
H -1.42084 -1.92885 -3.10889
H -4.25044 -2.61449 -2.17288
H -3.15822 -3.71330 -3.01444
H -3.08313 -4.20162 -0.61944
H -1.51703 -3.52901 -1.14386
H -4.21548 -2.81246 1.28614
H -4.65682 -1.65252 0.01668
H -5.23110 -0.36869 2.66094
H -4.17190 1.52842 3.86664
H -1.85307 2.17534 3.33123
H 0.45055 -0.46200 0.69970
H 2.09409 1.98550 0.92325
H 2.36037 1.83472 -1.54371
H 1.31653 0.37679 -1.56469
H -1.15184 3.98238 -0.08204
H 0.01859 5.29414 -0.40209
H -1.64378 3.81246 -2.50844
H -1.93715 5.46400 -1.94672
H -0.46637 5.08762 -2.85852
H 4.40082 1.67927 1.19028
H 6.38447 0.23902 1.28419
H 6.54751 -2.96941 1.62122
H 7.48120 -1.82434 0.65860
H 6.56934 -3.11919 -0.13329
H 4.05184 -3.05866 -0.07921
H 2.07150 -1.62562 -0.18338
*
```

Calculated values
E = -1341.9073 Eh
frontier orbital gap = 9.122 eV
energy above the lowest of the compared OMol25 structures with the same formula, charge and spin = 9.0 kcal per mole
SMILES = CCCN1Cc2cccc(C(=O)N[C@H](CC(=O)OCC)c3ccc(C)cc3)c2C1=O
F_max = 0.7 eV Å⁻¹
lowest unoccupied orbital energy = 0.377 eV

---

This record from the OMol25 dataset describes a structure of composition C49H34Cl8N5O4S2Y. The level of theory is ωB97M-V/def2-TZVPD.

```
! RIJCOSX wB97M-V def2-TZVPD def2/J DEFGRID3
* xyz 0 1
Y -0.46710 0.33753 0.07786
C -0.64133 -0.61795 -4.49167
C -1.69841 -1.46764 -4.76371
C -2.40653 -2.01777 -3.70745
C -2.03167 -1.69384 -2.40944
N -1.03392 -0.84646 -2.15167
C -0.34325 -0.32370 -3.16929
C -2.69240 -2.30300 -1.21273
C -3.59646 -3.35261 -1.34058
C -4.12152 -3.92343 -0.19564
C -3.72913 -3.43926 1.03706
C -2.82964 -2.37954 1.08502
N -2.32592 -1.82640 -0.01978
C -2.34703 -1.84000 2.39195
C -3.04004 -2.08377 3.57282
C -2.52425 -1.61032 4.76494
C -1.32447 -0.92014 4.73634
C -0.72264 -0.70168 3.50986
N -1.22160 -1.12935 2.35274
H -0.05523 -0.17850 -5.28698
H -1.97226 -1.70455 -5.78395
H -3.23782 -2.67845 -3.90338
H 0.44994 0.35484 -2.82884
H -3.87132 -3.73898 -2.30993
H -4.81442 -4.75160 -0.26453
H -4.09512 -3.89954 1.94401
H -3.98309 -2.61347 3.56259
H -3.04870 -1.77638 5.69649
H -0.86729 -0.53736 5.63821
H 0.19910 -0.15506 3.45882
Cl 0.82886 5.12734 6.05509
C 0.21532 4.11176 4.80182
C 1.06735 3.28345 4.07986
Cl 2.75800 3.27566 4.42261
C 0.56712 2.47017 3.07361
Cl 1.62134 1.46488 2.13867
C -0.79970 2.45633 2.70770
O -1.25920 1.74120 1.75689
C -1.64158 3.29338 3.48807
Cl -3.31789 3.29977 3.07937
C -1.14936 4.10099 4.49705
Cl -2.22248 5.11873 5.38446
O 0.88979 1.08977 -1.06348
Cl 3.91971 2.91429 -0.36789
C 2.49960 3.75154 -0.90290
C 2.32280 3.99986 -2.25472
C 1.19651 4.68773 -2.66235
C 0.23248 5.12106 -1.75330
C -0.99972 5.82044 -2.28303
C -1.91038 4.83137 -3.01285
N -2.30311 3.71735 -2.17990
C -3.46619 3.62048 -1.44480
C -3.36264 2.46843 -0.73298
N -2.16261 1.85984 -1.01486
C -1.55396 2.63396 -1.88989
O -0.70086 6.80102 -3.26378
C -0.36514 8.07733 -2.73684
C 0.83926 8.07617 -1.84651
C 2.12513 7.94606 -2.27906
Cl 2.63941 7.83561 -3.91178
S 3.25351 7.82324 -0.99939
C 2.01337 8.04520 0.15968
C 0.79124 8.15037 -0.42379
C 0.43359 4.82465 -0.41372
Cl -0.76734 5.24350 0.77748
C 1.57317 4.17046 0.02815
H 3.05940 3.66063 -2.96866
H 1.06291 4.92152 -3.71094
H -1.55871 6.27497 -1.45787
H -1.37774 4.45625 -3.88711
H -2.80848 5.34326 -3.35569
H -4.23817 4.36821 -1.49719
H -4.05699 2.05183 -0.02356
H -0.54766 2.44725 -2.24617
H -1.22099 8.47766 -2.17994
H -0.19954 8.70137 -3.61441
H 2.25016 8.04633 1.21117
H -0.12725 8.25524 0.13608
H 1.71474 3.97550 1.07985
O 0.99381 -1.48871 0.39012
S 2.32997 -1.38488 -0.30189
C 3.48538 -2.13296 0.84105
C 3.11760 -3.23436 1.60222
C 4.03140 -3.76463 2.49543
C 5.29646 -3.19665 2.61970
C 5.64767 -2.09072 1.86231
C 4.73184 -1.54502 0.96985
C 2.27762 -2.72160 -1.50264
C 3.38258 -3.00295 -2.29485
C 3.27986 -3.97780 -3.27190
C 2.07890 -4.65562 -3.45923
C 0.98451 -4.36435 -2.66131
C 1.07879 -3.38937 -1.67471
H 2.12350 -3.65057 1.49462
H 3.76197 -4.62212 3.09833
H 6.00651 -3.61588 3.32065
H 6.62530 -1.64114 1.97473
H 4.97523 -0.66158 0.39106
H 4.31452 -2.46999 -2.14733
H 4.13552 -4.20911 -3.89268
H 2.00243 -5.41264 -4.22893
H 0.04978 -4.89221 -2.80479
H 0.24359 -3.14457 -1.03303
*
```

Calculated values
E = -6978.8117 Eh
frontier orbital gap = 6.712 eV
energy above the lowest of the compared OMol25 structures with the same formula, charge and spin = 5.7 kcal per mole
F_max = 0.5 eV Å⁻¹
lowest unoccupied orbital energy = -0.272 eV

---

This record from the OMol25 dataset describes a cluster of 2 separate species, C4H7NO in total. The level of theory is ωB97M-V/def2-TZVPD.

```
! RIJCOSX wB97M-V def2-TZVPD def2/J DEFGRID3
* xyz 0 1
C 1.59086 1.07089 -0.04913
C 0.83796 0.27371 -1.07510
C -1.13036 -1.70463 0.30336
N -1.47505 -0.55297 0.72257
C -1.62936 0.61787 1.04774
O -0.11601 0.67894 -1.69642
H 2.53198 1.42009 -0.49336
H 0.99184 1.92432 0.27339
H 1.84613 0.44207 0.81040
H 1.21711 -0.75845 -1.24508
H -1.04266 -1.86643 -0.76637
H -0.95969 -2.50685 1.01264
H -2.66275 0.96144 1.15536
*
```

Calculated values
E = -286.4910 Eh
frontier orbital gap = 9.373 eV
energy above the lowest of the compared OMol25 structures with the same formula, charge and spin = 88.3 kcal per mole
F_max = 0.6 eV Å⁻¹
lowest unoccupied orbital energy = 1.031 eV

---

- E of number 3 (C22H24F6N5PPt)?
  -2185.3578 Eh

---

- E of number 1 (C22H30GaN2SbSe5)?
  -15138.1093 Eh

---

- The highest F_max belongs to which entry?
  C18H12ClN3O4S4SbTc

---

Please write out number 1 again, unchanged.
This record from the OMol25 dataset describes a structure of composition C22H30GaN2SbSe5. The level of theory is ωB97M-V/def2-TZVPD.

```
! RIJCOSX wB97M-V def2-TZVPD def2/J DEFGRID3
* xyz 0 1
Ga -2.96000 0.49372 1.92465
C -4.00644 -3.29514 1.54978
C -3.21500 -2.60969 2.63148
C -1.82299 -2.60629 2.60473
C -1.09211 -2.03864 3.63911
C -1.74686 -1.47587 4.72663
C -3.13495 -1.46487 4.76297
C -3.86065 -2.01158 3.71404
H -3.46777 -3.27909 0.60252
H -4.97795 -2.82025 1.41546
H -4.17538 -4.33796 1.82494
H -1.30568 -3.05856 1.76625
H -0.00989 -2.05017 3.60470
H -1.17765 -1.06213 5.54892
H -3.65243 -1.04132 5.61407
H -4.94426 -1.99889 3.74251
Se -7.58395 2.73715 0.67232
Sb -5.85794 4.34949 0.85084
Se -2.60291 3.15828 0.72905
Se -3.97642 3.15399 2.62404
Se -4.09827 3.47863 -1.04065
C 2.60160 3.15017 1.68212
C 3.07219 2.88218 0.25422
C 2.21657 3.57679 -0.80812
C 0.82409 2.95754 -0.94845
N 0.85973 1.63005 -1.53658
C 0.56128 0.45643 -0.92369
Se 0.05408 0.22409 0.82406
N 0.70183 -0.53633 -1.84232
C 0.48704 -1.95875 -1.63404
C 1.79534 -2.75752 -1.64084
C 2.70956 -2.45679 -0.45164
C 2.20135 -3.04070 0.86440
C 1.06909 0.01285 -3.06239
C 1.32200 -0.56264 -4.29865
C 1.66795 0.29170 -5.33327
C 1.74889 1.67112 -5.14337
C 1.49601 2.24555 -3.90828
C 1.16267 1.39007 -2.86907
H 3.29709 2.70662 2.39547
H 1.62262 2.71167 1.87487
H 2.54185 4.22344 1.87500
H 3.07112 1.80298 0.06764
H 4.10514 3.22120 0.15098
H 2.73500 3.53766 -1.76877
H 2.08096 4.62799 -0.54340
H 0.17840 3.58105 -1.57144
H 0.37098 2.86482 0.03372
H -0.16865 -2.30629 -2.43556
H -0.03510 -2.07904 -0.68664
H 2.32866 -2.54770 -2.57077
H 1.53928 -3.82010 -1.64673
H 2.82114 -1.37326 -0.34606
H 3.70109 -2.86204 -0.66330
H 1.26716 -2.56877 1.16847
H 2.92764 -2.87211 1.66020
H 2.03822 -4.11777 0.77647
H 1.24572 -1.62948 -4.45714
H 1.87971 -0.12010 -6.31095
H 2.02255 2.30731 -5.97425
H 1.54767 3.31529 -3.76031
*
```

Calculated values
E = -15138.1093 Eh
frontier orbital gap = 6.291 eV
F_max = 0.6 eV Å⁻¹
lowest unoccupied orbital energy = -0.806 eV